Entry 1:
{"formula": "C8H9N4O4OsSSe", "method": "ωB97M-V/def2-TZVPD", "total_energy_ev": -101230.8694, "total_charge": 1, "e_homo_ev": [-12.67, -12.67], "homo_lumo_gap_ev": [6.670, 6.669], "symbols": ["Os", "C", "C", "N", "N", "C", "N", "S", "C", "C", "C", "C", "C", "N", "H", "H", "H", "H", "H", "H", "H", "H", "H", "O", "Se", "O", "O", "O"], "coordinates": [[0.437, -0.932, -0.124], [3.397, 2.219, -0.280], [2.322, 1.219, -0.517], [1.584, 0.706, 0.402], [1.660, 1.177, 1.697], [0.659, 0.721, 2.383], [0.482, 1.063, 3.662], [-0.597, -0.341, 1.664], [1.893, 0.788, -1.869], [2.475, 1.179, -3.048], [1.904, 0.765, -4.252], [0.762, -0.015, -4.248], [0.229, -0.402, -3.034], [0.783, -0.004, -1.883], [3.788, 2.107, 0.727], [3.001, 3.234, -0.373], [4.201, 2.101, -1.003], [1.139, 1.689, 4.099], [-0.294, 0.719, 4.199], [3.364, 1.792, -3.039], [2.359, 1.056, -5.189], [0.294, -0.343, -5.164], [-0.631, -1.054, -2.956], [1.277, -4.969, -0.468], [1.179, -3.380, -0.500], [-0.384, -2.708, -0.762], [1.370, -2.341, 0.892], [2.031, -2.423, -1.525]], "lowdin_charge": [1.290, 0.011, -0.220, -0.160, 0.057, -0.709, 0.133, 0.768, -0.182, 0.041, 0.018, 0.004, -0.055, -0.098, 0.088, 0.112, 0.089, 0.128, 0.108, 0.128, 0.132, 0.130, 0.134, -0.340, 0.945, -0.569, -0.540, -0.446]}



Entry 2:
{"formula": "C40H80Br4O18", "method": "ωB97M-V/def2-TZVPD", "total_energy_ev": -359799.0311, "e_homo_ev": -9.93, "homo_lumo_gap_ev": 10.151, "symbols": ["C", "C", "O", "C", "C", "O", "H", "H", "H", "H", "H", "H", "H", "H", "C", "C", "O", "C", "C", "O", "H", "H", "H", "H", "H", "H", "H", "H", "C", "C", "O", "C", "C", "O", "H", "H", "H", "H", "H", "H", "H", "H", "C", "C", "O", "C", "C", "O", "H", "H", "H", "H", "H", "H", "H", "H", "C", "C", "O", "C", "C", "O", "H", "H", "H", "H", "H", "H", "H", "H", "C", "C", "O", "C", "C", "O", "H", "H", "H", "H", "H", "H", "H", "H", "C", "C", "O", "C", "C", "O", "H", "H", "H", "H", "H", "H", "H", "H", "C", "C", "O", "C", "C", "O", "H", "H", "H", "H", "H", "H", "H", "H", "C", "C", "O", "C", "C", "O", "H", "H", "H", "H", "H", "H", "H", "H", "Br", "C", "C", "Br", "H", "H", "H", "H", "Br", "C", "C", "Br", "H", "H", "H", "H"], "coordinates": [[5.991, -5.809, -4.406], [4.998, -6.638, -5.219], [4.078, -6.001, -6.028], [2.870, -5.499, -5.681], [2.105, -4.926, -6.789], [2.432, -5.485, -4.528], [6.783, -5.314, -4.969], [6.386, -6.411, -3.588], [5.378, -5.097, -3.854], [5.635, -7.236, -5.871], [4.515, -7.230, -4.441], [2.438, -5.399, -7.712], [2.172, -3.839, -6.754], [1.041, -5.035, -6.576], [-0.395, 1.032, 6.872], [0.916, 1.307, 7.594], [0.818, 2.323, 8.551], [0.783, 3.573, 8.183], [0.396, 4.588, 9.277], [0.914, 4.074, 7.036], [-0.581, 1.785, 6.106], [-1.188, 1.002, 7.619], [-0.378, 0.091, 6.321], [1.094, 0.338, 8.062], [1.710, 1.448, 6.861], [0.732, 4.173, 10.228], [-0.659, 4.845, 9.190], [1.067, 5.428, 9.092], [3.914, -4.149, 6.386], [2.912, -3.680, 5.374], [3.661, -3.131, 4.328], [3.073, -2.779, 3.164], [3.948, -1.972, 2.275], [1.911, -3.097, 2.832], [3.406, -4.657, 7.206], [4.577, -3.424, 6.857], [4.480, -4.910, 5.848], [2.373, -4.564, 5.034], [2.128, -2.976, 5.655], [3.347, -1.201, 1.793], [4.367, -2.583, 1.476], [4.568, -1.378, 2.947], [8.494, -1.323, -3.785], [7.499, -0.178, -3.761], [6.992, -0.024, -5.078], [5.869, -0.672, -5.561], [5.533, -0.260, -7.054], [5.104, -1.338, -4.905], [9.490, -1.199, -4.212], [7.874, -1.979, -4.396], [8.590, -1.888, -2.858], [6.557, -0.316, -3.230], [7.821, 0.727, -3.245], [4.996, 0.689, -7.070], [4.905, -1.046, -7.473], [6.538, -0.218, -7.474], [-6.509, 7.863, 7.781], [-6.047, 6.519, 8.417], [-5.454, 5.831, 7.302], [-4.196, 6.068, 6.880], [-3.775, 5.056, 5.824], [-3.339, 6.855, 7.366], [-6.705, 7.958, 6.713], [-5.783, 8.659, 7.950], [-7.487, 8.102, 8.198], [-5.268, 6.699, 9.158], [-6.842, 5.917, 8.857], [-2.763, 4.736, 6.073], [-3.947, 5.556, 4.871], [-4.465, 4.215, 5.897], [-3.333, -4.497, 1.060], [-4.725, -3.900, 1.111], [-4.856, -2.810, 0.160], [-5.917, -2.032, -0.033], [-5.579, -0.932, -1.085], [-7.094, -2.158, 0.411], [-3.206, -4.700, -0.003], [-3.286, -5.416, 1.643], [-2.571, -3.834, 1.469], [-5.432, -4.713, 0.946], [-4.985, -3.541, 2.107], [-5.905, 0.070, -0.806], [-6.032, -1.129, -2.057], [-4.519, -0.898, -1.340], [-0.609, 0.908, 1.487], [-1.679, 0.096, 0.811], [-1.070, -0.849, -0.039], [-0.628, -0.519, -1.197], [-0.076, -1.773, -1.827], [-0.714, 0.522, -1.844], [-0.088, 1.576, 0.800], [0.099, 0.229, 1.963], [-1.156, 1.488, 2.230], [-2.163, -0.610, 1.485], [-2.421, 0.600, 0.191], [0.176, -2.455, -1.015], [0.797, -1.494, -2.417], [-0.898, -2.091, -2.469], [-0.141, 0.108, -9.247], [-1.074, -0.492, -8.183], [-2.173, -1.153, -8.751], [-2.891, -2.114, -8.084], [-3.913, -2.839, -8.963], [-2.720, -2.537, -6.947], [0.353, 1.021, -8.915], [-0.711, 0.359, -10.142], [0.641, -0.597, -9.530], [-0.684, -1.200, -7.452], [-1.527, 0.389, -7.730], [-4.928, -2.442, -8.931], [-3.872, -3.903, -8.733], [-3.640, -2.845, -10.018], [-5.162, 5.089, -1.226], [-4.482, 5.033, 0.137], [-4.955, 6.000, 0.974], [-4.195, 7.007, 1.445], [-5.080, 7.965, 2.314], [-3.018, 7.257, 1.164], [-6.030, 4.432, -1.287], [-4.421, 4.632, -1.883], [-5.393, 6.077, -1.623], [-4.677, 4.066, 0.600], [-3.413, 5.021, -0.074], [-4.665, 8.967, 2.201], [-5.143, 7.807, 3.391], [-6.113, 8.003, 1.969], [3.685, 4.898, -3.125], [1.662, 4.661, -2.851], [1.173, 5.448, -1.639], [1.067, 7.403, -2.267], [1.404, 3.602, -2.857], [1.098, 4.977, -3.728], [1.963, 5.296, -0.904], [0.202, 5.005, -1.415], [0.952, -7.880, -0.330], [2.638, -6.957, 0.024], [3.715, -7.670, 0.915], [5.370, -6.564, 1.152], [2.325, -5.993, 0.426], [3.029, -6.677, -0.954], [3.889, -8.647, 0.464], [3.324, -7.753, 1.929]], "lowdin_charge": [-0.066, -0.255, -0.005, -0.510, 0.015, 0.073, 0.073, 0.076, 0.075, 0.122, 0.120, 0.093, 0.096, 0.096, -0.069, -0.238, 0.023, -0.506, 0.024, 0.043, 0.070, 0.084, 0.075, 0.119, 0.126, 0.076, 0.089, 0.084, -0.066, -0.256, -0.022, -0.496, 0.020, 0.052, 0.079, 0.080, 0.084, 0.123, 0.127, 0.085, 0.096, 0.090, -0.049, -0.232, -0.058, -0.471, 0.032, 0.088, 0.080, 0.068, 0.077, 0.115, 0.118, 0.082, 0.075, 0.075, -0.064, -0.166, -0.049, -0.485, 0.027, 0.044, 0.074, 0.074, 0.065, 0.116, 0.118, 0.088, 0.079, 0.081, -0.063, -0.212, -0.016, -0.465, 0.016, 0.039, 0.084, 0.081, 0.074, 0.122, 0.122, 0.078, 0.081, 0.065, -0.047, -0.216, -0.015, -0.590, 0.030, 0.067, 0.080, 0.084, 0.080, 0.125, 0.126, 0.086, 0.089, 0.096, -0.057, -0.229, -0.035, -0.472, 0.009, 0.078, 0.074, 0.078, 0.068, 0.122, 0.122, 0.084, 0.084, 0.075, -0.056, -0.271, -0.011, -0.455, 0.024, 0.077, 0.071, 0.072, 0.084, 0.124, 0.116, 0.080, 0.067, 0.076, 0.500, -0.645, -0.584, 0.522, 0.057, 0.040, 0.046, 0.065, 0.591, -0.698, -0.615, 0.547, 0.037, 0.041, 0.055, 0.042]}



Entry 3:
{"formula": "C31H57N3OPPd", "method": "ωB97M-V/def2-TZVPD", "total_energy_ev": -52358.7068, "total_charge": -1, "e_homo_ev": -1.34, "homo_lumo_gap_ev": 3.589, "symbols": ["Pd", "N", "C", "C", "C", "C", "N", "H", "H", "H", "H", "H", "H", "H", "H", "H", "H", "H", "H", "C", "N", "C", "C", "C", "C", "C", "C", "C", "C", "H", "H", "H", "H", "H", "H", "H", "H", "H", "H", "H", "H", "O", "P", "C", "C", "C", "C", "C", "C", "C", "C", "C", "C", "C", "C", "C", "C", "C", "C", "C", "C", "H", "H", "H", "H", "H", "H", "H", "H", "H", "H", "H", "H", "H", "H", "H", "H", "H", "H", "H", "H", "H", "H", "H", "H", "H", "H", "H", "H", "H", "H", "H", "H", "H"], "coordinates": [[2.483, -0.765, -0.017], [2.995, -3.804, -1.351], [1.541, -3.932, -1.385], [0.817, -3.249, -0.236], [0.925, -3.991, 1.103], [1.180, -3.085, 2.307], [2.480, -2.462, 2.197], [3.197, -2.808, -1.198], [3.350, -4.252, -0.511], [1.284, -4.999, -1.410], [1.187, -3.506, -2.329], [-0.240, -3.115, -0.502], [1.247, -2.230, -0.129], [1.740, -4.725, 1.058], [0.012, -4.569, 1.290], [1.025, -3.663, 3.232], [0.434, -2.283, 2.305], [3.258, -3.080, 2.381], [2.592, -1.591, 2.694], [2.241, 1.978, 1.378], [2.606, 1.007, 2.388], [1.902, 1.270, 3.618], [4.043, 0.982, 2.600], [4.923, 0.262, 1.574], [6.264, 0.197, 1.977], [7.228, -0.430, 1.207], [6.830, -0.996, -0.002], [5.500, -0.919, -0.392], [4.472, -0.305, 0.365], [2.468, 3.008, 1.725], [1.173, 1.902, 1.158], [2.781, 1.761, 0.458], [2.148, 2.259, 4.056], [2.138, 0.505, 4.361], [0.824, 1.248, 3.433], [4.212, 0.507, 3.574], [4.419, 2.020, 2.713], [6.557, 0.645, 2.927], [8.259, -0.478, 1.541], [7.556, -1.494, -0.639], [5.239, -1.359, -1.349], [0.087, -0.014, -0.494], [-1.279, 0.477, -0.817], [-1.101, 1.665, -2.202], [-2.275, 2.491, -2.753], [-2.486, 3.842, -2.066], [-1.191, 4.636, -1.929], [-0.125, 3.811, -1.218], [0.161, 2.526, -1.987], [-2.297, -0.932, -1.366], [-1.630, -1.592, -2.602], [-2.441, -1.312, -3.863], [-3.825, -1.972, -3.770], [-4.372, -1.949, -2.331], [-3.813, -0.758, -1.556], [-2.021, 1.153, 0.704], [-3.436, 1.786, 0.656], [-4.334, 1.274, 1.783], [-3.616, 1.404, 3.122], [-2.318, 0.567, 3.153], [-1.920, 0.047, 1.772], [-0.825, 0.938, -2.976], [-3.205, 1.921, -2.739], [-2.061, 2.683, -3.811], [-2.913, 3.693, -1.072], [-3.223, 4.414, -2.637], [-1.380, 5.572, -1.397], [-0.824, 4.907, -2.927], [-0.467, 3.575, -0.204], [0.798, 4.382, -1.104], [0.930, 1.924, -1.501], [0.552, 2.797, -2.975], [-2.147, -1.618, -0.524], [-1.578, -2.674, -2.445], [-0.591, -1.272, -2.695], [-1.911, -1.672, -4.746], [-2.551, -0.230, -3.992], [-3.755, -3.006, -4.114], [-4.523, -1.467, -4.443], [-4.088, -2.867, -1.808], [-5.464, -1.923, -2.340], [-4.304, -0.664, -0.586], [-4.047, 0.154, -2.110], [-1.288, 1.918, 0.988], [-3.922, 1.633, -0.309], [-3.341, 2.867, 0.778], [-4.610, 0.230, 1.607], [-5.267, 1.843, 1.793], [-4.277, 1.116, 3.942], [-3.380, 2.461, 3.278], [-2.430, -0.284, 3.829], [-1.496, 1.166, 3.552], [-2.565, -0.793, 1.496], [-0.900, -0.337, 1.787]], "lowdin_charge": [0.263, -0.014, -0.319, -0.232, -0.209, -0.302, 0.005, 0.009, 0.044, 0.099, 0.091, 0.084, 0.018, 0.099, 0.098, 0.091, 0.096, 0.073, 0.042, -0.147, -0.290, -0.129, -0.213, -0.266, -0.116, -0.155, -0.152, -0.178, -0.220, 0.081, 0.053, 0.047, 0.080, 0.076, 0.058, 0.106, 0.116, 0.091, 0.074, 0.077, 0.055, -0.369, 0.771, -0.322, -0.183, -0.200, -0.207, -0.199, -0.183, -0.332, -0.192, -0.196, -0.194, -0.193, -0.193, -0.318, -0.189, -0.211, -0.192, -0.178, -0.205, 0.108, 0.083, 0.117, 0.081, 0.108, 0.105, 0.112, 0.100, 0.114, 0.086, 0.122, 0.107, 0.113, 0.104, 0.112, 0.097, 0.104, 0.103, 0.113, 0.104, 0.099, 0.093, 0.106, 0.087, 0.101, 0.103, 0.109, 0.101, 0.108, 0.108, 0.093, 0.107, 0.096]}